The following is a DFT calculation (the ωB97M-V functional and the def2-TZVPD basis) of a structure of composition C18H29BiClNO2P2 at a distorted geometry.

```
54
C18H29BiClNO2P2 the ωB97M-V functional and the def2-TZVPD basis
H -3.62478 1.68962 1.31244
Bi -0.22031 -0.20763 0.54391
C 0.26049 0.89961 3.47773
C 3.75337 -0.59941 0.94955
O -2.55472 -3.92083 -4.63695
H 3.03578 -2.85744 -0.80706
H 2.49045 2.23092 -3.56641
C 2.55576 0.80397 -1.34159
C 0.50057 1.54581 5.83285
P 2.37464 -0.62917 -0.19914
H 3.66214 0.21683 1.67167
H 3.36936 0.47934 -2.02249
H -1.74422 -4.02325 -4.13406
O 0.39202 -3.93493 -1.65108
Cl 0.17111 3.53617 4.07476
C 0.30902 1.87666 4.49375
H -0.78087 2.15283 2.00746
H 2.15490 -2.03196 -2.14040
N 0.09112 0.83090 -1.70065
H -4.77840 -0.67596 -0.59412
C 2.91059 -1.91728 -1.35822
C -0.83668 1.72419 -3.73554
H 0.77593 -0.08151 7.24510
H 3.86561 -1.58477 -1.79772
H 0.51404 2.72421 -5.08036
H -2.86818 -0.03114 -2.85163
C 1.32951 1.17423 -2.14762
C 0.43921 -0.44776 3.87348
P -2.57536 0.21405 -0.35636
H -2.89637 2.62030 -0.03101
H -1.75294 1.87932 -4.30751
H -3.02890 1.60480 -2.17045
H 0.55292 2.32194 6.59053
H 2.89254 1.68086 -0.76269
H -3.46779 -1.92796 -0.85157
C -2.37907 0.68563 -2.14008
C -0.95831 1.04158 -2.53959
H -2.21675 -3.72754 -5.54499
H 3.74873 -1.55444 1.48557
C 0.61029 -0.77370 5.21631
H 0.38074 -4.82712 -1.20990
C 0.39745 2.19354 -4.13639
H -0.23570 -3.31412 -1.19619
H 0.46074 -1.25172 3.12791
H -4.42064 1.72777 -0.28440
C -3.82103 -1.09115 -0.22149
C -3.44590 1.70563 0.22863
C 1.48423 1.88536 -3.32708
C 0.05565 1.44443 2.06970
H 0.91253 2.03273 1.72260
C 0.64019 0.20108 6.20012
H 4.68623 -0.50706 0.38382
H -3.91004 -1.38214 0.84162
H 0.73913 -1.82433 5.49524
```

- HOMO-LUMO gap: 7.07 eV
- HOMO level: -14.06 eV
- 2S+1: 1
- Total charge: +2
- E_LUMO: -7.0 eV